[1]
C27H47FN4O11S3 | wB97M-V/def2-TZVPD

Structure (ORCA input):
```
! wB97M-V def2-TZVPD RIJCOSX def2/J DEFGRID3
* xyz 0 1
S 1.972 5.301 3.886
S -4.219 3.415 -4.178
S 6.089 -5.970 0.472
F -1.498 0.807 1.838
O 1.067 4.666 2.951
O 1.187 6.523 4.624
O -4.541 2.005 -4.134
O 6.589 -7.327 0.417
O 7.265 -5.004 1.056
O 3.289 5.755 3.494
O 4.840 -5.636 1.122
O -4.494 4.302 -3.067
O -1.374 -2.392 -3.198
O -4.854 4.062 -5.532
O 2.807 -0.095 2.270
N 0.959 -4.424 -1.691
N 0.607 -1.261 1.211
N 0.792 -1.149 -2.653
N 2.522 0.124 -1.684
C -0.945 -1.177 -0.797
C -4.953 -3.947 2.435
C 7.463 -4.943 2.461
C -7.082 4.835 -4.962
C 8.231 -6.151 2.964
C -5.022 -2.705 1.367
C -6.239 3.883 -5.789
C -6.489 -0.882 -0.200
C -0.482 1.733 1.293
C 1.633 -4.312 0.794
C -2.277 -0.257 -1.041
C -5.094 -0.268 -0.820
C -0.601 -1.659 -2.361
C 1.078 7.769 3.951
C 0.395 -0.507 -0.083
C -6.473 -2.116 0.883
C 6.062 -5.314 -1.177
C 1.694 -0.796 1.916
C 1.637 -3.649 -0.741
C -2.511 3.593 -4.628
C -3.641 -0.910 -0.327
C 1.475 -0.937 -1.286
C 0.473 1.117 0.115
C -0.009 7.733 2.893
C 2.425 -2.250 -1.064
C -3.608 -2.118 0.780
C 2.134 4.252 5.309
H -7.026 4.585 -3.898
H 2.762 4.752 6.048
H -6.536 2.843 -5.621
H -4.701 -4.929 1.805
H -2.307 4.645 -4.835
H 1.048 -3.943 -2.614
H -2.171 0.870 -0.747
H 0.819 8.519 4.705
H 5.348 -5.898 -1.761
H 8.047 -4.039 2.662
H 6.508 -4.834 2.985
H 3.195 -2.068 -0.198
H -7.436 -2.607 1.352
H -5.128 0.613 -1.612
H 0.239 2.063 2.182
H -7.519 -0.427 -0.528
H 2.040 8.065 3.519
H 9.144 -6.302 2.380
H 5.749 -4.270 -1.137
H 2.235 -3.574 1.514
H -1.044 2.711 0.958
H 2.602 3.319 4.989
H 2.243 -5.323 0.760
H -8.131 4.786 -5.266
H -6.726 5.864 -5.071
H 3.278 -0.299 -2.266
H 0.265 7.067 2.070
H 8.498 -6.027 4.018
H 3.083 -2.458 -2.038
H -6.398 4.097 -6.851
H 1.141 4.050 5.715
H -6.034 -4.113 2.861
H -0.948 7.358 3.314
H 7.633 -7.062 2.871
H -4.114 -3.857 3.245
H 0.110 1.614 -0.908
H 0.547 -4.504 1.196
H -2.311 2.976 -5.506
H -1.903 3.255 -3.786
H -2.613 -2.588 1.177
H 2.043 0.847 -2.272
H -2.530 -0.263 -2.208
H 7.060 -5.405 -1.611
H -1.026 -2.219 -0.269
H 1.292 -1.864 -3.226
H 1.573 1.526 0.336
H -0.178 8.731 2.479
*
```

Summary:
HOMO-LUMO gap ... 6.73 eV
LUMO level ... -0.0399 Ha

[2]
C3H2F4O | wB97M-V/def2-TZVPD

Structure (ORCA input):
```
! wB97M-V def2-TZVPD RIJCOSX def2/J DEFGRID3
* xyz 0 1
F -0.752 -2.261 -0.359
F -0.654 1.265 -0.502
F -1.402 1.575 1.501
F 0.666 1.588 1.043
O -0.622 -0.352 0.953
C -0.496 0.957 0.767
C -0.101 -1.151 -0.213
C 0.879 -0.662 -0.914
H 1.189 0.334 -0.590
H 1.293 -1.294 -1.686
*
```

Summary:
HOMO-LUMO gap ... 11.39 eV
LUMO level ... 0.0320 Ha
Energy relative to the best compared isomer or geometry (same formula, charge and spin) ... 47.29 kJ/mol

[3]
CH6N4S | wB97M-V/def2-TZVPD

Structure (ORCA input):
```
! wB97M-V def2-TZVPD RIJCOSX def2/J DEFGRID3
* xyz 0 1
S 2.272 -1.055 -0.079
N -0.725 -0.695 -0.652
N 2.347 0.634 -0.045
N 3.355 1.294 0.072
N -2.645 0.293 0.283
C -1.477 -0.380 0.312
H -2.987 0.673 -0.583
H -1.028 -0.383 -1.570
H -3.131 0.522 1.129
H 4.267 0.818 0.153
H 0.921 -1.029 -0.329
H -1.169 -0.691 1.307
*
```

Summary:
HOMO-LUMO gap ... 9.05 eV
LUMO level ... 0.0279 Ha
Energy relative to the best compared isomer or geometry (same formula, charge and spin) ... 93.24 kJ/mol

[4]
C45H61BBiN9OPS3 | wB97M-V/def2-TZVPD

Structure (ORCA input):
```
! wB97M-V def2-TZVPD RIJCOSX def2/J DEFGRID3
* xyz 3 1
Bi 0.548 1.976 -1.538
S -1.371 -0.269 -1.602
S 2.198 2.608 0.613
S -1.219 3.011 0.405
P 2.287 0.070 -3.374
O 2.883 -0.584 0.557
N -0.025 0.175 2.772
N 2.071 3.691 -2.537
N 0.521 0.897 1.774
N -2.064 0.584 1.205
N -2.919 -0.411 1.502
N 0.171 -2.229 1.465
N -0.415 -1.317 0.660
N 0.532 5.017 -3.791
N -0.945 3.343 -2.958
C -0.281 -0.588 5.094
C -4.203 -0.165 1.458
C 2.095 1.789 3.240
C 0.391 0.212 4.008
C -3.021 4.590 -4.328
C -2.401 1.831 0.843
C -5.120 -1.356 1.715
C 0.247 -3.465 1.046
C -4.261 3.537 0.554
C -4.857 -2.391 0.610
C 3.842 -0.131 -4.285
C -1.752 5.095 -4.372
C 2.229 -3.882 2.504
C -0.851 -1.554 -0.590
C 4.855 0.817 -4.179
C -3.790 2.150 0.863
C -3.268 3.434 -3.578
C -0.719 4.442 -3.679
C 1.213 -5.785 1.259
C 1.512 1.060 4.230
C 2.824 5.566 -3.820
C 6.047 0.656 -4.875
C 4.034 -1.251 -5.096
C 4.408 4.265 -2.607
C -0.889 -2.912 -1.020
C -0.046 -4.743 3.151
C 1.810 4.715 -3.351
C 3.261 2.686 3.500
C 0.913 -4.470 1.982
C -0.739 0.393 6.188
C 1.554 1.704 1.899
C -2.220 2.867 -2.918
C 4.119 5.349 -3.442
C 5.223 -1.411 -5.788
C -1.487 -1.337 4.542
C -6.591 -0.943 1.683
C -4.659 1.141 1.160
C 6.231 -0.458 -5.678
C 3.372 3.479 -2.199
C 2.056 -1.571 -2.569
C -0.340 -3.838 -0.190
C -4.785 -1.963 3.082
C 1.020 0.049 -4.699
C -1.506 -3.275 -2.334
C 0.757 -1.569 5.665
B -0.665 0.010 1.370
H 4.087 2.444 2.831
H 1.538 -1.469 -1.616
H 1.502 -2.254 -3.216
H -7.211 -1.822 1.862
H 4.715 1.693 -3.558
H -6.886 -0.534 0.715
H 2.569 6.389 -4.475
H 4.905 6.003 -3.794
H -0.989 -5.165 2.799
H -5.499 -3.259 0.764
H -4.961 -1.249 3.889
H -2.579 -3.075 -2.312
H -4.252 2.995 -3.515
H 3.261 -2.004 -5.196
H 3.560 2.616 -1.575
H -0.264 -3.829 3.703
H -1.232 -0.174 6.978
H 1.092 -2.279 4.908
H -1.089 -2.674 -3.142
H 0.520 5.837 -4.378
H 2.666 -4.557 3.239
H -3.745 -2.288 3.121
H 1.779 -6.435 1.926
H 3.597 2.602 4.530
H -5.346 3.563 0.479
H 5.366 -2.279 -6.417
H -1.210 -2.018 3.736
H 2.077 -2.912 2.981
H -3.951 4.228 1.340
H -5.421 -2.830 3.261
H -2.377 1.986 -2.308
H 0.300 -2.128 6.481
H -3.823 3.903 -0.374
H 5.416 4.043 -2.289
H 6.830 1.398 -4.790
H -5.075 -1.982 -0.379
H 3.771 -0.234 0.427
H 3.039 -1.995 -2.368
H -1.532 5.990 -4.940
H 2.954 -3.778 1.692
H 1.095 0.965 -5.288
H -6.832 -0.215 2.461
H -3.820 5.085 -4.864
H 3.020 -1.494 0.840
H -3.817 -2.725 0.631
H 0.404 -5.460 3.839
H -0.342 -4.879 -0.482
H -1.353 -4.329 -2.554
H 2.986 3.724 3.300
H -1.938 -1.923 5.342
H -1.452 1.122 5.799
H 0.095 0.929 6.641
H 0.306 -6.327 0.986
H 1.814 -5.632 0.360
H 1.174 -0.799 -5.368
H -2.247 -0.650 4.166
H -5.721 1.343 1.160
H 7.157 -0.587 -6.221
H 0.016 -0.023 -4.274
H 1.631 -1.057 6.068
H 1.906 1.127 5.235
*
```

Summary:
HOMO-LUMO gap ... 7.05 eV
LUMO level ... -0.2960 Ha
Energy relative to the best compared isomer or geometry (same formula, charge and spin) ... 76.93 kJ/mol

[5]
C8H9ClN2O5STl | wB97M-V/def2-TZVPD

Structure (ORCA input):
```
! wB97M-V def2-TZVPD RIJCOSX def2/J DEFGRID3
* xyz -2 2
Tl 0.116 -1.750 -0.859
Cl -3.123 -4.413 -0.150
S 2.224 -0.738 0.861
O 0.605 0.712 -1.304
O -4.282 -4.288 0.691
O -2.282 -3.281 0.037
O -3.551 -4.502 -1.513
O -2.429 -5.616 0.193
N 1.929 0.911 -1.297
N -1.247 -0.580 0.704
C 4.674 1.421 -1.474
C 2.793 0.324 -0.375
C 4.135 0.604 -0.460
C -2.286 0.977 2.511
C 2.457 1.640 -2.339
C -1.704 0.101 1.526
C -3.307 1.932 1.876
C 3.789 1.910 -2.440
H -2.771 0.375 3.285
H -1.478 1.546 2.978
H 4.787 0.151 0.273
H 5.733 1.622 -1.522
H -2.803 2.591 1.173
H 4.148 2.488 -3.283
H -4.054 1.358 1.331
H 1.727 1.971 -3.064
H -3.803 2.533 2.640
*
```

Summary:
HOMO-LUMO gap (alpha / beta) ... 2.55 / 5.02 eV
LUMO level (alpha / beta) ... 0.1682 / 0.1680 Ha
Energy relative to the best compared isomer or geometry (same formula, charge and spin) ... 89.79 kJ/mol

[6]
C3H5IS | wB97M-V/def2-TZVPD

Structure (ORCA input):
```
! wB97M-V def2-TZVPD RIJCOSX def2/J DEFGRID3
* xyz 0 1
I -2.462 -1.499 -1.310
S -0.144 0.160 2.344
C -1.258 -0.483 1.135
C -1.000 -0.610 -0.145
C 0.158 0.023 -0.810
H -2.063 -0.995 1.686
H 0.967 -0.643 -1.216
H 0.979 -0.211 1.684
H -0.079 0.423 -1.841
H 0.689 0.950 -0.298
*
```

Summary:
HOMO-LUMO gap ... 9.10 eV
LUMO level ... 0.0188 Ha
Energy relative to the best compared isomer or geometry (same formula, charge and spin) ... 28.99 kJ/mol

Which energy belongs to each record? In order, -92449.731; -16059.567; -17927.835; -111405.367; -49701.758; -22126.728 eV.